# 1
This record from the Open Molecules 2025 dataset describes a molecular structure, C49H44BrNO3P2SiTi in a non-equilibrium geometry. The level of theory is ωB97M-V with the def2-TZVPD basis set.

XYZ file:
```
102
Properties=species:S:1:pos:R:3:mulliken_charge:R:1
Ti 0.16 0.04 0.01 -1.0957
C 3.63 1.80 -0.44 -1.6972
Si 2.74 0.10 -0.08 2.1994
C 3.55 -0.32 1.63 0.4594
C 4.90 -0.27 1.97 -0.3527
C 5.33 -0.50 3.26 -0.9984
C 4.42 -0.75 4.27 -0.9605
C 3.07 -0.82 3.96 -0.5493
C 2.65 -0.62 2.65 -0.3614
P 0.88 -0.89 2.27 2.0644
C 0.06 0.09 3.56 0.2550
C 0.67 1.19 4.16 -0.7812
C -0.05 1.99 5.03 -0.7388
C -1.39 1.71 5.29 -0.7124
C -2.01 0.64 4.66 -0.8217
C -1.29 -0.15 3.78 -0.1277
C 0.89 -2.61 2.91 0.8844
C 1.66 -3.48 2.13 -1.1968
C 1.78 -4.81 2.48 -0.3415
C 1.12 -5.30 3.60 -0.7456
C 0.34 -4.44 4.36 -0.5097
C 0.22 -3.11 4.02 -0.4762
C 3.64 -0.94 -1.45 0.3470
C 4.98 -1.27 -1.52 -0.6986
C 5.52 -1.88 -2.64 -0.8109
C 4.71 -2.13 -3.74 -0.9377
C 3.36 -1.83 -3.68 -0.3211
C 2.82 -1.27 -2.53 -0.7446
P 1.03 -0.98 -2.34 1.8602
C 0.75 0.47 -3.39 0.6537
C 1.75 1.13 -4.10 -1.0255
C 1.44 2.24 -4.86 -0.6022
C 0.14 2.72 -4.91 -0.9467
C -0.86 2.09 -4.17 -0.9341
C -0.56 0.97 -3.42 -0.4408
C 0.43 -2.28 -3.50 0.6350
C -0.48 -2.06 -4.53 -0.6303
C -0.94 -3.11 -5.29 -0.6270
C -0.54 -4.41 -5.02 -0.6013
C 0.36 -4.64 -3.99 -0.8903
C 0.84 -3.59 -3.23 -0.5721
H 4.71 1.72 -0.42 0.3520
H 3.34 2.55 0.29 0.4161
H 3.33 2.16 -1.42 0.3190
H 5.63 -0.05 1.20 0.2597
H 6.39 -0.48 3.49 0.3923
H 4.75 -0.89 5.29 0.4195
H 2.34 -1.04 4.72 0.4776
H 1.70 1.43 3.94 0.3297
H 0.41 2.85 5.49 0.3787
H -1.96 2.36 5.94 0.3557
H -3.06 0.45 4.83 0.4129
H -1.78 -0.95 3.24 0.2272
H 2.17 -3.08 1.26 0.2828
H 2.38 -5.48 1.87 0.4496
H 1.22 -6.34 3.88 0.3593
H -0.18 -4.83 5.23 0.4304
H -0.38 -2.45 4.63 0.4107
H 5.62 -1.07 -0.67 0.1534
H 6.57 -2.14 -2.67 0.4196
H 5.13 -2.58 -4.63 0.3903
H 2.73 -2.06 -4.53 0.6002
H 2.76 0.77 -4.05 0.3327
H 2.22 2.75 -5.41 0.3896
H -0.10 3.60 -5.50 0.3613
H -1.86 2.49 -4.17 0.4649
H -1.32 0.50 -2.82 0.4424
H -0.80 -1.05 -4.75 0.3698
H -1.63 -2.93 -6.10 0.4067
H -0.91 -5.23 -5.61 0.3630
H 0.68 -5.65 -3.77 0.3998
H 1.56 -3.76 -2.44 0.5340
O -2.84 0.22 -0.87 -0.9052
C -1.77 -0.23 -0.48 0.0917
Br -1.77 3.67 2.41 -0.1337
C -0.71 4.52 1.07 0.2849
C -0.70 5.89 1.05 -0.6246
C -0.01 6.57 0.05 -0.5446
C 0.65 5.83 -0.94 -0.8917
C 0.62 4.47 -0.93 -0.3758
C -0.04 3.75 0.10 -0.1202
C -0.02 2.32 0.07 1.0701
O 0.33 1.68 -0.99 0.4663
O -0.31 1.56 1.08 0.2341
H -1.24 6.43 1.81 0.4162
H -0.01 7.65 0.04 0.3713
H 1.21 6.36 -1.70 0.4004
H 1.12 3.89 -1.69 0.3387
C -2.82 -2.83 1.08 -1.5344
C -1.92 -2.65 -0.16 1.3381
C -0.84 -3.74 -0.18 -0.6853
C -2.77 -2.74 -1.43 -1.6096
N -1.25 -1.35 -0.10 1.1954
H -3.36 -3.77 1.02 0.4376
H -3.52 -2.00 1.15 0.3494
H -2.19 -2.83 1.97 0.1429
H -1.24 -4.71 -0.45 0.5548
H -0.37 -3.81 0.80 -0.0301
H -0.08 -3.46 -0.91 -0.2847
H -3.28 -3.70 -1.49 0.4609
H -2.14 -2.63 -2.31 0.2231
H -3.52 -1.95 -1.44 0.3549
```

Summary:
Total charge: -1
E_LUMO (spin up / spin down) (eV): 2.6 / 2.5
HOMO level (spin up / spin down) (eV): -2.76 / -2.97
2S+1: 2
Kohn-Sham gap (spin up / spin down) (eV): 5.31 / 5.52
Energy above the lowest of the compared OMol25 structures with the same formula, charge and spin (kcal/mol): 38.8
Total energy (eV): -178776.310

# 2
This record from the Open Molecules 2025 dataset describes a gas-phase ion, C8H8N (charge +1) in a non-equilibrium geometry. The level of theory is ωB97M-V with the def2-TZVPD basis set.

XYZ file:
```
17
Properties=species:S:1:pos:R:3:mulliken_charge:R:1
C 1.11 -1.04 -0.42 -0.2668
C 0.92 0.32 0.09 0.6630
C 0.03 -1.16 0.36 0.0451
C 0.38 0.51 1.52 -0.6652
C -0.66 2.77 1.69 -0.0834
C 0.52 -2.21 -1.37 -0.3269
C -0.55 -2.40 -0.33 -0.3597
C 0.32 1.64 -0.35 -0.6183
N -0.18 1.77 1.02 0.3008
H -0.75 3.70 1.17 0.2930
H -1.00 2.59 2.69 0.3113
H 0.06 -1.89 -2.35 0.2745
H 1.43 -2.85 -1.50 0.2935
H -0.41 -3.30 0.24 0.2366
H -1.63 -2.39 -0.61 0.2747
H 0.89 2.50 -0.71 0.3566
H -0.46 1.44 -1.13 0.2710
```

Summary:
Total charge: +1
E_LUMO (eV): -5.3
HOMO level (eV): -13.13
Kohn-Sham gap (eV): 7.82
Energy above the lowest of the compared OMol25 structures with the same formula, charge and spin (kcal/mol): 145.7
Total energy (eV): -9898.996

# 3
This record from the Open Molecules 2025 dataset describes a molecular structure, C3H12LiO7S in a non-equilibrium geometry. The level of theory is ωB97M-V with the def2-TZVPD basis set.

XYZ file:
```
24
Properties=species:S:1:pos:R:3:mulliken_charge:R:1
Li 0.16 -0.20 -0.18 1.0211
S 2.27 -1.44 -2.34 0.9075
O 3.37 -1.63 -1.46 -0.7685
O 1.69 -2.67 -2.72 -0.7441
O 1.27 -0.69 -1.63 -0.7408
O 2.79 -0.75 -3.49 -0.7714
C 0.75 1.78 1.86 -1.2030
O 1.45 0.66 1.21 -0.4109
H 1.28 2.55 1.99 0.5975
H 0.48 1.56 2.74 0.5306
H -0.24 1.95 1.45 0.3108
H 2.23 0.81 1.53 0.2214
C -1.21 1.29 -1.75 -0.5690
O -1.82 0.53 -0.68 -0.4676
H -0.81 0.56 -2.46 0.2855
H -0.43 1.88 -1.22 0.1872
H -1.97 1.90 -2.23 0.3543
H -2.66 0.35 -0.83 0.2175
C -1.53 -1.21 1.89 -0.7225
O -0.66 -1.68 0.93 -0.2950
H -2.59 -0.83 1.50 0.1912
H -1.29 -0.46 2.64 0.2111
H -1.61 -1.89 2.62 0.5049
H -0.93 -2.36 0.64 0.1523
```

Summary:
Total charge: -1
E_LUMO (eV): 1.9
HOMO level (eV): -2.10
Kohn-Sham gap (eV): 3.98
Energy above the lowest of the compared OMol25 structures with the same formula, charge and spin (kcal/mol): 47.2
Total energy (eV): -28675.181

# 4
This record from the Open Molecules 2025 dataset describes a molecular structure, C31H39FeIN3O2SSi in a non-equilibrium geometry. The level of theory is ωB97M-V with the def2-TZVPD basis set.

XYZ file:
```
79
Properties=species:S:1:pos:R:3:mulliken_charge:R:1
Fe 0.26 0.27 -0.22 -0.2552
I 2.35 -0.60 -1.28 -0.4453
C -0.85 -0.35 -4.28 -1.3893
C -2.20 -0.72 -3.64 1.9375
C -3.34 -0.56 -4.65 -1.6898
C -2.14 -2.17 -3.16 -1.7496
Si -2.48 0.36 -2.12 -1.5794
O -1.20 0.22 -1.12 1.2815
C -2.70 2.20 -2.50 0.8154
C -2.58 2.83 -3.74 -0.2454
C -2.76 4.20 -3.88 -0.7480
C -3.06 4.98 -2.78 -0.7323
C -3.16 4.39 -1.53 -0.6738
C -2.98 3.02 -1.40 -0.1975
C -4.05 -0.16 -1.24 0.4295
C -4.03 -1.24 -0.35 -0.2939
C -5.18 -1.64 0.32 -0.7384
C -6.37 -0.96 0.11 -0.4725
C -6.41 0.12 -0.76 -0.7543
C -5.26 0.51 -1.43 0.0176
H -0.65 -1.00 -5.14 0.5492
H -0.03 -0.49 -3.57 0.0440
H -0.82 0.68 -4.62 0.2077
H -3.17 -1.23 -5.50 0.5053
H -3.41 0.45 -5.05 0.2768
H -4.30 -0.83 -4.21 0.3377
H -1.89 -2.83 -4.00 0.5122
H -3.09 -2.50 -2.75 0.3637
H -1.37 -2.31 -2.39 0.2542
H -2.35 2.25 -4.62 0.0893
H -2.68 4.66 -4.86 0.3970
H -3.21 6.05 -2.89 0.3649
H -3.39 4.99 -0.66 0.4248
H -3.07 2.57 -0.41 0.5436
H -3.10 -1.77 -0.17 0.4137
H -5.15 -2.47 1.01 0.4174
H -7.27 -1.26 0.63 0.3840
H -7.33 0.66 -0.92 0.4042
H -5.30 1.35 -2.12 0.3681
C 0.35 -6.94 4.81 -0.8735
C 1.51 -6.96 5.76 0.6229
O 2.05 -7.96 6.14 -0.5145
S 2.05 -5.40 6.50 -0.1299
C 1.63 -4.20 5.27 -0.2534
C 2.29 -4.20 4.04 -0.4155
C 1.93 -3.28 3.06 -0.4365
C 0.93 -2.34 3.30 0.5635
C 0.31 -2.31 4.55 -0.5604
C 0.66 -3.23 5.53 -0.3275
C 0.56 -1.43 2.26 0.3226
C 0.26 -0.67 1.36 -0.5705
H 0.27 -7.92 4.33 0.3051
H 0.43 -6.16 4.07 0.2902
H -0.56 -6.76 5.39 0.2594
H 3.07 -4.92 3.85 0.4301
H 2.43 -3.29 2.10 0.4762
H -0.45 -1.57 4.75 0.4464
H 0.17 -3.22 6.49 0.4337
C 0.00 5.04 -1.60 -1.3695
N 0.50 3.77 -1.10 0.3601
C 1.03 2.86 -2.10 -1.4437
C 0.22 3.31 0.14 0.8691
N 0.33 2.05 0.46 -0.4950
N -0.20 4.25 1.06 0.1977
C -0.98 3.78 2.19 -1.1834
C 0.73 5.32 1.41 -1.1179
H -0.51 4.86 -2.55 0.4430
H 0.82 5.74 -1.76 0.3533
H -0.71 5.47 -0.90 0.4529
H 1.54 3.45 -2.86 0.3656
H 0.23 2.28 -2.57 0.5681
H 1.75 2.18 -1.65 0.2419
H 0.20 1.90 1.45 0.2196
H -1.71 3.05 1.86 0.3239
H -1.51 4.62 2.63 0.3043
H -0.36 3.33 2.98 0.4001
H 1.31 5.62 0.54 0.3586
H 1.43 5.00 2.19 0.3630
H 0.18 6.19 1.77 0.3456
```

Summary:
Total charge: 0
E_LUMO (spin up / spin down) (eV): -0.6 / -0.4
HOMO level (spin up / spin down) (eV): -8.27 / -8.29
2S+1: 2
Kohn-Sham gap (spin up / spin down) (eV): 7.71 / 7.92
Energy above the lowest of the compared OMol25 structures with the same formula, charge and spin (kcal/mol): 0.0
Total energy (eV): -102546.524

# 5
This record from the Open Molecules 2025 dataset describes a single C6H11P molecule in a non-equilibrium geometry. The level of theory is ωB97M-V with the def2-TZVPD basis set.

XYZ file:
```
18
Properties=species:S:1:pos:R:3:mulliken_charge:R:1
C -2.86 0.85 -1.35 -0.5100
C -2.24 0.84 -0.16 -0.3474
P -0.69 0.05 0.19 0.5498
C -0.97 -0.38 1.90 -1.0763
C 1.11 0.00 -0.14 0.4509
C 2.17 -0.44 0.82 -1.1881
C 1.39 0.13 -1.62 -1.2431
H -3.94 1.28 -1.49 0.2126
H -2.43 0.47 -2.31 0.2213
H -2.10 -0.74 2.02 0.2837
H -0.83 0.45 2.60 0.3151
H -0.29 -1.12 2.26 0.4268
H 1.82 -0.31 1.80 0.3366
H 3.17 0.10 0.73 0.3373
H 2.31 -1.52 0.53 0.2661
H 0.57 0.64 -2.08 0.3400
H 1.42 -0.92 -1.97 0.2770
H 2.40 0.60 -1.74 0.3479
```

Summary:
Structure (SMILES): C=C=P(C)=C(C)C
Total charge: 0
E_LUMO (spin up / spin down) (eV): -0.2 / -0.2
HOMO level (spin up / spin down) (eV): -7.33 / -7.33
Kohn-Sham gap (spin up / spin down) (eV): 7.17 / 7.17
Energy above the lowest of the compared OMol25 structures with the same formula, charge and spin (kcal/mol): 87.7
Total energy (eV): -15684.038